# 1
{"formula": "C20H32F7N3O", "method": "the ωB97M-V functional and the def2-TZVPD basis", "elements": ["F", "C", "F", "F", "C", "F", "F", "C", "F", "F", "N", "C", "C", "C", "C", "N", "C", "C", "C", "C", "H", "H", "H", "H", "H", "H", "H", "H", "H", "H", "H", "H", "H", "H", "C", "C", "C", "C", "C", "C", "N", "O", "C", "C", "C", "H", "H", "H", "H", "H", "H", "H", "H", "H", "H", "H", "H", "H", "H", "H", "H", "H", "H"], "positions_angstrom": [[-1.9036, -1.7906, -0.0954], [-3.2341, -1.6395, -0.1515], [-3.5909, -1.6417, -1.4498], [-3.5859, -0.5117, 0.4071], [-3.9008, -2.8470, 0.5757], [-3.1520, -3.1790, 1.6405], [-5.1157, -2.5118, 0.9851], [-4.0849, -4.1197, -0.2850], [-5.0265, -3.9390, -1.2012], [-4.4318, -5.1306, 0.4843], [-2.8659, -4.5545, -1.0483], [-1.8235, -5.3656, -0.2683], [-0.4473, -4.7569, -0.4545], [0.1591, -4.9841, -1.8518], [-0.0714, -3.8754, -2.8759], [0.1584, -2.5386, -2.3755], [1.0249, -2.1344, -1.3932], [0.9376, -0.7730, -1.2725], [0.0004, -0.3261, -2.2213], [-0.4531, -1.4248, -2.8913], [-3.2289, -5.1172, -1.8235], [-2.3936, -3.7491, -1.4746], [-1.8660, -6.3870, -0.6329], [-2.1199, -5.3594, 0.7728], [-0.5170, -3.7012, -0.2091], [0.2044, -5.2008, 0.2940], [1.2191, -5.2018, -1.7550], [-0.2776, -5.8861, -2.2853], [-1.1008, -3.9079, -3.2434], [0.5588, -4.0625, -3.7451], [1.6379, -2.8395, -0.8611], [1.4944, -0.1749, -0.5727], [-0.2826, 0.6976, -2.3871], [-1.1561, -1.4744, -3.7052], [-0.0259, 5.0796, 1.1851], [0.3939, 3.6039, 1.3483], [0.8207, 3.3092, 2.7890], [2.1851, 3.8847, 3.1610], [3.2508, 3.4568, 2.1548], [2.8846, 3.8030, 0.7116], [1.5214, 3.2467, 0.4262], [1.5431, 2.0071, 0.1203], [2.9447, 5.3185, 0.4819], [3.8689, 3.1595, -0.2538], [-0.8018, 2.7348, 0.9819], [0.2101, 5.4501, 0.1890], [-1.1026, 5.1743, 1.3181], [0.4422, 5.7374, 1.9148], [0.8465, 2.2239, 2.9302], [0.0480, 3.6972, 3.4564], [2.1381, 4.9742, 3.2308], [2.4628, 3.5316, 4.1550], [4.2092, 3.9241, 2.3891], [3.3984, 2.3751, 2.2309], [2.5786, 5.5721, -0.5134], [3.9836, 5.6398, 0.5488], [2.3869, 5.8981, 1.2096], [3.9518, 2.0870, -0.0980], [4.8514, 3.6045, -0.0988], [3.5722, 3.3338, -1.2882], [-1.0855, 2.8805, -0.0615], [-1.6426, 3.0230, 1.6128], [-0.5995, 1.6778, 1.1392]], "forces_ev_per_angstrom": [[-0.35, -0.01, 0.01], [0.37, -0.05, -0.23], [-0.03, -0.04, 0.24], [-0.01, 0.06, 0.05], [0.12, 0.12, 0.21], [0.10, -0.02, -0.04], [-0.30, 0.14, 0.04], [0.09, -0.10, -0.45], [-0.17, 0.22, -0.17], [-0.11, -0.30, 0.35], [0.21, -0.20, -0.04], [0.39, 0.02, 0.20], [-0.13, -0.18, -0.24], [-0.17, -0.04, 0.09], [0.19, 0.07, 0.01], [-0.29, -0.02, -0.10], [0.14, -0.02, 0.09], [0.41, -0.27, 0.38], [-0.01, 0.26, -0.05], [-0.33, 0.19, -0.12], [-0.01, 0.04, -0.02], [-0.06, 0.19, -0.02], [-0.18, -0.05, -0.07], [-0.11, 0.06, 0.08], [0.20, 0.18, 0.05], [-0.03, -0.08, 0.11], [0.11, 0.17, 0.02], [0.10, -0.17, -0.01], [-0.10, 0.03, -0.10], [0.03, -0.10, -0.08], [0.08, -0.05, 0.02], [-0.02, 0.12, -0.02], [-0.08, 0.06, -0.07], [-0.03, -0.20, -0.08], [0.09, -0.02, -0.07], [-0.33, 0.42, -0.15], [0.12, -0.11, 0.17], [-0.02, 0.03, -0.08], [-0.05, -0.09, 0.24], [0.15, 0.45, -0.29], [0.21, -0.28, 0.73], [-0.08, -0.14, -0.35], [-0.10, -0.03, -0.02], [0.10, -0.13, -0.02], [-0.09, -0.14, 0.00], [-0.02, -0.01, -0.02], [-0.02, -0.06, 0.06], [0.05, -0.01, -0.02], [0.01, -0.01, -0.07], [-0.03, 0.00, 0.02], [0.00, 0.01, -0.03], [0.00, 0.02, 0.02], [0.02, 0.01, 0.00], [-0.03, -0.01, -0.07], [0.00, -0.01, -0.01], [0.04, -0.04, -0.01], [-0.03, -0.01, 0.02], [-0.05, 0.01, 0.00], [0.02, 0.04, 0.01], [-0.02, 0.01, -0.01], [0.00, 0.02, -0.01], [-0.02, 0.04, 0.01], [0.05, 0.01, -0.04]], "total_charge": 1, "spin_multiplicity": 2, "e_lumo_ev": [-3.080, -3.080], "orbital_gap_ev": [6.73, 7.84], "s_squared": 0.7541}

***

# 2
{"formula": "C20H32FIrN4OSi2", "method": "the ωB97M-V functional and the def2-TZVPD basis", "elements": ["Ir", "C", "Si", "C", "C", "N", "C", "C", "C", "C", "C", "C", "N", "Si", "C", "C", "C", "H", "H", "H", "H", "H", "H", "H", "H", "H", "H", "H", "H", "H", "H", "H", "H", "H", "H", "H", "H", "H", "H", "N", "C", "N", "O", "H", "H", "H", "H", "F", "C", "C", "C", "C", "C", "C", "C", "H", "H", "H", "H", "H", "H"], "positions_angstrom": [[-0.1585, 0.1906, -0.4371], [4.0351, -2.0845, -1.9670], [2.9296, -0.5533, -1.8226], [1.7232, -0.5782, -3.2708], [4.0540, 0.9609, -1.9890], [1.9476, -0.5024, -0.3885], [2.3836, -0.5462, 0.8760], [3.7611, -0.6135, 1.2170], [4.1868, -0.6405, 2.5160], [3.2501, -0.6402, 3.5691], [1.9106, -0.6088, 3.2998], [1.4103, -0.5390, 1.9708], [0.1089, -0.4793, 1.6770], [-1.3061, -0.5310, 2.6883], [-2.4059, 0.8931, 2.1208], [-1.0955, -0.3728, 4.5636], [-2.2171, -2.1690, 2.4128], [4.5344, -2.0820, -2.9386], [3.4628, -3.0112, -1.8866], [4.8100, -2.1076, -1.1989], [2.2595, -0.6507, -4.2208], [1.1238, 0.3344, -3.2961], [1.0381, -1.4268, -3.2093], [4.5578, 0.9604, -2.9580], [4.8239, 0.9786, -1.2154], [3.4836, 1.8884, -1.9036], [4.4880, -0.6172, 0.4172], [5.2468, -0.6600, 2.7347], [3.5926, -0.6610, 4.5956], [1.2030, -0.6108, 4.1142], [-1.9673, 1.8513, 2.4090], [-3.4102, 0.8399, 2.5500], [-2.5021, 0.8871, 1.0333], [-0.5467, 0.5359, 4.8219], [-0.5728, -1.2275, 4.9985], [-2.0744, -0.3123, 5.0437], [-2.6510, -2.1998, 1.4145], [-3.0335, -2.2808, 3.1303], [-1.5542, -3.0302, 2.5250], [-1.8956, -2.9107, -1.3091], [-2.6298, -1.7701, -1.2719], [-3.9749, -1.8941, -1.1929], [-2.1080, -0.6538, -1.3442], [-2.2964, -3.8010, -1.0784], [-0.9001, -2.7955, -1.2157], [-4.4477, -2.7770, -1.1705], [-4.5130, -1.0457, -1.1972], [-5.0003, 3.1953, -2.8249], [-3.7386, 3.0158, -2.3614], [-2.7966, 2.4271, -3.1841], [-1.5175, 2.2334, -2.7031], [-1.1529, 2.5968, -1.3890], [0.1793, 2.3186, -0.8610], [-2.1388, 3.2395, -0.6132], [-3.4223, 3.4394, -1.0853], [-3.0742, 2.1294, -4.1869], [-0.7713, 1.7718, -3.3401], [0.4489, 2.8740, 0.0327], [0.9759, 2.3246, -1.6038], [-1.8789, 3.5722, 0.3843], [-4.1772, 3.9262, -0.4812]], "forces_ev_per_angstrom": [[0.61, 0.41, 0.36], [-0.20, 0.16, 0.20], [0.17, 0.04, -0.67], [0.20, 0.03, 0.13], [-0.24, -0.17, 0.16], [-0.14, -0.18, 0.39], [-0.12, -0.01, -0.43], [0.24, 0.04, 0.26], [0.11, -0.01, -0.33], [-0.31, -0.01, 0.11], [0.30, -0.01, 0.25], [-0.46, -0.04, -0.08], [0.24, 0.04, -0.10], [-0.70, 0.03, 0.13], [0.13, -0.26, 0.12], [0.20, 0.05, -0.23], [0.20, 0.21, -0.04], [-0.03, 0.03, -0.02], [-0.02, 0.01, 0.00], [0.00, -0.03, -0.03], [0.02, 0.00, 0.02], [-0.01, -0.01, 0.02], [-0.01, 0.00, 0.03], [-0.03, -0.04, -0.02], [0.01, 0.01, -0.01], [-0.01, -0.01, -0.01], [0.02, 0.01, 0.01], [0.00, -0.02, 0.00], [0.00, -0.02, 0.00], [0.09, 0.01, -0.04], [0.01, 0.00, -0.02], [0.04, -0.04, 0.05], [-0.04, 0.03, -0.03], [-0.01, -0.02, 0.06], [-0.03, 0.02, 0.01], [-0.07, 0.00, -0.11], [-0.03, -0.04, -0.10], [0.01, 0.06, 0.02], [0.03, 0.03, 0.00], [-0.03, 0.09, 0.02], [0.07, -0.19, -0.09], [0.04, 0.09, 0.01], [0.07, 0.26, 0.18], [0.02, -0.02, 0.05], [0.04, -0.02, 0.02], [0.02, -0.04, -0.04], [0.01, 0.00, 0.00], [-0.03, 0.01, -0.01], [0.11, -0.02, 0.05], [-0.13, 0.02, -0.05], [0.19, 0.02, 0.25], [-0.44, 0.54, -0.29], [-0.12, -0.99, -0.03], [0.25, -0.20, -0.04], [-0.16, 0.01, -0.06], [0.01, 0.01, 0.00], [-0.03, -0.01, -0.02], [-0.01, 0.00, 0.02], [-0.01, 0.14, -0.03], [-0.02, 0.00, 0.01], [0.01, -0.01, 0.00]], "spin_multiplicity": 5, "e_lumo_ev": [0.211, -1.319], "e_above_lowest_kcal_mol": 7.2, "orbital_gap_ev": [5.97, 6.15], "s_squared": 6.0349}

***

# 3
{"formula": "C20H32N3O2", "method": "the ωB97M-V functional and the def2-TZVPD basis", "elements": ["C", "N", "C", "C", "C", "N", "C", "C", "O", "C", "O", "C", "C", "C", "C", "C", "C", "N", "C", "C", "C", "C", "C", "C", "C", "H", "H", "H", "H", "H", "H", "H", "H", "H", "H", "H", "H", "H", "H", "H", "H", "H", "H", "H", "H", "H", "H", "H", "H", "H", "H", "H", "H", "H", "H", "H", "H"], "positions_angstrom": [[-0.0924, 3.2196, 1.1780], [-0.9940, 2.0756, 0.9956], [-1.5374, 2.1156, -0.3714], [-2.0304, 1.8163, 2.0775], [-2.2374, 0.2756, 1.9996], [-0.9300, -0.3370, 1.8447], [-0.7135, -1.2984, 0.7775], [0.7357, -1.1533, 0.3002], [0.9287, 0.2016, -0.0677], [1.0515, -2.0664, -0.8876], [2.3547, -1.7166, -1.2929], [2.8995, -2.3423, -2.3908], [2.2730, -3.3394, -3.1232], [2.9124, -3.8818, -4.2255], [4.1725, -3.4487, -4.6077], [4.8252, -4.0055, -5.8484], [4.2898, -3.3014, -6.9910], [3.8381, -2.7213, -7.8652], [4.7946, -2.4541, -3.8628], [4.1684, -1.9064, -2.7629], [-1.4536, 2.2022, 3.4474], [-2.4610, 2.0010, 4.5824], [-3.7267, 2.8048, 4.3120], [-4.3262, 2.4064, 2.9696], [-3.3191, 2.6022, 1.8329], [-0.6581, 4.1481, 1.2390], [0.5161, 3.1015, 2.0689], [0.5754, 3.2745, 0.3209], [-0.4252, 1.1760, 1.0705], [-0.7191, 1.9679, -1.0731], [-2.0094, 3.0761, -0.5675], [-2.2618, 1.3225, -0.5261], [-2.8696, 0.0293, 1.1437], [-2.7591, -0.0710, 2.8919], [-0.5594, -0.6839, 2.7194], [-0.8994, -2.3361, 1.0783], [-1.3773, -1.0587, -0.0560], [1.4231, -1.4004, 1.1229], [1.7588, 0.2238, -0.5648], [0.3340, -1.8851, -1.7002], [0.9946, -3.1177, -0.5820], [1.2939, -3.7033, -2.8547], [2.4125, -4.6514, -4.7949], [4.6087, -5.0707, -5.9644], [5.9079, -3.8620, -5.8236], [5.7752, -2.1009, -4.1448], [4.6472, -1.1362, -2.1791], [-0.5518, 1.6216, 3.6474], [-1.1969, 3.2612, 3.4483], [-2.0020, 2.3332, 5.5139], [-2.7117, 0.9472, 4.7047], [-4.4526, 2.6329, 5.1058], [-3.4884, 3.8701, 4.3044], [-5.2066, 3.0149, 2.7624], [-4.6485, 1.3650, 3.0032], [-3.0799, 3.6658, 1.7654], [-3.7927, 2.2980, 0.9000]], "forces_ev_per_angstrom": [[0.41, 0.43, 0.15], [0.20, -0.37, 0.01], [-0.19, -0.01, -0.58], [-0.40, 0.08, 0.29], [0.01, 0.23, 0.00], [-0.04, -0.40, 0.35], [0.57, -0.11, -0.26], [-0.14, -0.59, -0.13], [0.09, 0.11, -0.19], [-0.28, 0.12, 0.26], [0.12, -0.02, 0.00], [0.23, 0.07, -0.18], [-0.19, 0.12, 0.27], [0.25, 0.05, -0.04], [-0.06, -0.11, 0.26], [0.13, -0.20, 0.32], [0.09, -0.05, -0.26], [-0.26, 0.33, -0.51], [-0.11, -0.09, 0.03], [-0.19, 0.02, 0.14], [-0.12, -0.21, 0.05], [-0.01, 0.26, -0.08], [-0.07, -0.31, 0.00], [0.13, 0.25, 0.05], [-0.05, -0.21, 0.05], [-0.06, -0.04, 0.01], [-0.07, -0.06, 0.01], [-0.06, -0.07, -0.03], [-0.07, 0.58, 0.02], [0.01, 0.00, 0.10], [-0.02, -0.01, 0.10], [-0.03, -0.04, 0.06], [0.01, -0.02, 0.02], [-0.01, 0.04, -0.10], [-0.04, 0.04, -0.01], [-0.05, 0.07, -0.04], [-0.02, -0.01, 0.01], [-0.09, -0.03, -0.06], [-0.01, 0.08, 0.00], [0.05, -0.03, 0.05], [0.01, 0.04, -0.03], [-0.10, -0.02, 0.04], [-0.05, -0.08, -0.07], [0.13, 0.06, 0.04], [-0.08, -0.12, 0.02], [0.11, 0.03, -0.03], [0.06, 0.09, 0.07], [0.17, 0.07, -0.02], [0.14, 0.03, -0.05], [0.04, -0.09, 0.01], [0.01, -0.08, 0.07], [-0.02, 0.08, 0.05], [-0.01, 0.09, 0.03], [-0.05, -0.09, -0.05], [-0.10, -0.07, 0.00], [0.02, 0.09, -0.09], [0.06, 0.04, -0.11]], "total_charge": 1, "spin_multiplicity": 1, "e_lumo_ev": -2.112, "e_above_lowest_kcal_mol": 20.5, "orbital_gap_ev": 8.91}

***

Number 1: F_max 0.81 eV/Å, calculated total energy -46791.0314 eV. Number 2: F_max 0.99 eV/Å, calculated total energy -50579.7403 eV. Number 3: F_max 0.67 eV/Å, calculated total energy -29818.7297 eV.